1.
{
  "formula": "C43H36N6OsPS",
  "method": "the ωB97M-V functional and the def2-TZVPD basis",
  "symbols": ["Os", "N", "C", "S", "N", "N", "C", "C", "C", "C", "C", "C", "C", "C", "C", "C", "C", "C", "N", "H", "H", "H", "H", "H", "H", "H", "H", "H", "H", "H", "N", "C", "C", "C", "C", "C", "C", "C", "C", "C", "C", "C", "C", "H", "H", "H", "H", "H", "H", "H", "H", "H", "H", "N", "P", "C", "C", "C", "C", "C", "C", "C", "C", "C", "C", "C", "C", "C", "C", "C", "C", "C", "C", "H", "H", "H", "H", "H", "H", "H", "H", "H", "H", "H", "H", "H", "H", "H"],
  "xyz": [[1.21896, -0.22551, 0.21856], [5.56616, 0.41122, -0.13021], [4.26362, 0.36302, 0.20549], [3.10055, 0.18991, -1.05105], [3.94793, 0.42823, 1.47964], [2.59047, 0.48283, 1.66315], [2.18557, 0.93588, 2.81054], [3.07050, 1.38493, 3.90299], [2.89105, 2.66000, 4.43318], [3.68596, 3.09964, 5.48040], [4.64945, 2.25837, 6.01620], [4.82680, 0.98370, 5.49531], [4.04910, 0.55061, 4.43515], [0.72260, 0.99239, 2.97700], [0.07862, 1.19182, 4.18775], [-1.30850, 1.21245, 4.20330], [-2.00965, 1.03898, 3.01993], [-1.29672, 0.82855, 1.85004], [0.03354, 0.81833, 1.82946], [5.83671, 0.40265, -1.09684], [6.22160, 0.75023, 0.55281], [2.13643, 3.31743, 4.01888], [3.55106, 4.09602, 5.87755], [5.26595, 2.59560, 6.83815], [5.58006, 0.32783, 5.90980], [4.21080, -0.43132, 4.00974], [0.65475, 1.32501, 5.09186], [-1.83406, 1.35600, 5.13722], [-3.08897, 1.06113, 2.99065], [-1.78061, 0.67111, 0.90015], [1.63197, -1.89908, 1.52491], [0.43797, -2.68461, 1.70515], [-0.16041, -2.77445, 2.94874], [-1.33464, -3.50114, 3.07732], [-1.87899, -4.12326, 1.96237], [-1.26403, -4.01207, 0.72451], [-0.09120, -3.27821, 0.56565], [0.57493, -3.09121, -0.74580], [0.51736, -4.16490, -1.64039], [0.95044, -4.04205, -2.94442], [1.42916, -2.80990, -3.36267], [1.52265, -1.75861, -2.46695], [1.14993, -1.85443, -1.12348], [1.95295, -1.58589, 2.43953], [2.38428, -2.44755, 1.10443], [0.28945, -2.29268, 3.80965], [-1.81318, -3.58779, 4.04254], [-2.79394, -4.69193, 2.05781], [-1.71368, -4.47409, -0.14427], [0.11495, -5.10901, -1.29655], [0.90637, -4.88422, -3.62125], [1.74356, -2.66708, -4.38890], [1.88830, -0.81597, -2.85089], [-0.03537, 0.52228, -0.96528], [-1.20801, 0.78166, -1.97787], [-2.29641, -0.64833, -2.12399], [-2.91846, -0.95336, -3.33228], [-3.83451, -1.99289, -3.40471], [-4.14114, -2.72758, -2.27075], [-3.52515, -2.42677, -1.06298], [-2.60041, -1.39832, -0.98981], [-2.24950, 2.16214, -1.42596], [-1.68286, 3.18499, -0.67090], [-2.44635, 4.27967, -0.29373], [-3.78128, 4.35418, -0.66549], [-4.35206, 3.33885, -1.42080], [-3.58654, 2.24902, -1.80655], [-0.74825, 1.27074, -3.66099], [-0.32183, 0.30957, -4.57826], [0.11589, 0.68427, -5.83634], [0.13984, 2.02743, -6.19176], [-0.28607, 2.98917, -5.29035], [-0.73566, 2.61274, -4.03216], [-2.70458, -0.37448, -4.22058], [-4.31066, -2.21995, -4.34846], [-4.85902, -3.53422, -2.32760], [-3.75985, -2.99782, -0.17565], [-2.10687, -1.19554, -0.04657], [-0.64043, 3.11892, -0.38277], [-1.99959, 5.07546, 0.28674], [-4.37873, 5.20545, -0.36836], [-5.39257, 3.39542, -1.70936], [-4.03821, 1.46172, -2.39733], [-0.34236, -0.74016, -4.31550], [0.43245, -0.07156, -6.54229], [0.48166, 2.32039, -7.17545], [-0.27411, 4.03493, -5.56473], [-1.07699, 3.37504, -3.34500]],
  "lowdin_charge": [1.232, 0.099, -0.794, 0.775, 0.021, -0.162, -0.187, -0.194, -0.037, -0.064, -0.068, -0.063, -0.032, -0.210, 0.011, -0.023, -0.017, -0.112, 0.001, 0.095, 0.111, 0.123, 0.109, 0.109, 0.109, 0.109, 0.124, 0.120, 0.117, 0.073, -0.013, -0.246, -0.026, -0.068, -0.068, -0.040, -0.148, -0.193, -0.038, -0.071, -0.084, -0.209, -0.286, 0.100, 0.134, 0.116, 0.109, 0.111, 0.113, 0.114, 0.107, 0.109, 0.029, -0.393, 0.832, -0.276, -0.080, -0.058, -0.059, -0.072, -0.073, -0.315, -0.105, -0.071, -0.071, -0.065, -0.063, -0.276, -0.103, -0.063, -0.067, -0.065, -0.061, 0.104, 0.111, 0.110, 0.101, 0.085, 0.104, 0.107, 0.108, 0.109, 0.107, 0.095, 0.110, 0.109, 0.109, 0.102],
  "homo_ev": -9.820,
  "gap_ev": 6.432,
  "total_charge": 1
}


2.
{
  "formula": "C43H37AsBr2N3O2S2Ti",
  "method": "the ωB97M-V functional and the def2-TZVPD basis",
  "symbols": ["Ti", "C", "N", "C", "C", "N", "C", "C", "C", "C", "C", "C", "C", "S", "C", "C", "C", "C", "C", "C", "S", "H", "H", "H", "H", "H", "H", "H", "H", "H", "H", "H", "H", "H", "H", "H", "H", "H", "H", "Br", "C", "C", "C", "Br", "C", "C", "C", "C", "N", "C", "C", "O", "H", "H", "H", "H", "O", "As", "C", "C", "C", "C", "C", "C", "C", "C", "C", "C", "C", "C", "C", "C", "C", "C", "C", "C", "H", "H", "H", "H", "H", "H", "H", "H", "H", "H", "H", "H", "H", "H", "H"],
  "xyz": [[-0.92818, -0.32681, -0.41032], [-4.01744, 0.37017, -1.51616], [-3.43190, -0.31298, -0.33844], [-3.78098, 0.41474, 0.89554], [-2.83574, 1.57613, 1.10305], [-1.45213, 1.08939, 1.34603], [-0.52651, 2.24528, 1.27976], [-1.36662, 0.49772, 2.68377], [-1.35838, 1.29857, 3.82093], [-1.29860, 0.73222, 5.08254], [-1.25626, -0.65254, 5.21071], [-1.27295, -1.45068, 4.08341], [-1.32885, -0.88678, 2.80302], [-1.38871, -1.91541, 1.38928], [-3.94363, -1.67170, -0.34293], [-5.16301, -2.00214, 0.22193], [-5.62817, -3.31046, 0.16293], [-4.87661, -4.28192, -0.47711], [-3.65828, -3.94997, -1.05236], [-3.18067, -2.64814, -0.98549], [-1.64000, -2.18980, -1.71377], [-5.11004, 0.32146, -1.46855], [-3.67454, -0.13207, -2.41980], [-3.69537, 1.40658, -1.55011], [-3.70536, -0.27998, 1.73304], [-4.81067, 0.78912, 0.85696], [-3.16196, 2.17852, 1.95728], [-2.79792, 2.21891, 0.22377], [-0.90147, 3.08072, 1.87627], [-0.42372, 2.57715, 0.25255], [0.43366, 1.92142, 1.66645], [-1.39481, 2.37663, 3.73706], [-1.28431, 1.36916, 5.95673], [-1.21002, -1.10731, 6.19230], [-1.24271, -2.52963, 4.16873], [-5.75875, -1.24831, 0.72024], [-6.57676, -3.56397, 0.61755], [-5.23304, -5.30275, -0.52272], [-3.05513, -4.70358, -1.54217], [-2.17259, 4.17313, -2.24347], [-1.06522, 2.90483, -3.10485], [-0.47657, 3.22392, -4.34198], [0.33448, 2.32332, -4.97153], [1.13837, 2.80916, -6.61763], [0.61401, 1.06145, -4.39055], [1.47203, 0.07274, -4.92098], [1.69734, -1.07316, -4.21109], [1.05774, -1.26086, -2.97043], [0.24215, -0.36798, -2.46301], [0.01923, 0.77878, -3.14928], [-0.84617, 1.69361, -2.49133], [-1.38920, 1.33150, -1.35415], [-0.66775, 4.18957, -4.78775], [1.95272, 0.23993, -5.87530], [2.35769, -1.84251, -4.58507], [1.21310, -2.16584, -2.39527], [0.79530, -0.15337, 0.11637], [2.56590, -0.09957, -0.02018], [2.56434, 1.87132, -0.68510], [2.44768, 2.98531, 0.13975], [2.45241, 4.25995, -0.41397], [2.58942, 4.42680, -1.78602], [2.75440, 3.31919, -2.60466], [2.75673, 2.04642, -2.04783], [2.79405, -2.15134, -0.13381], [4.03065, -2.56294, -0.60830], [4.28946, -3.91613, -0.78601], [3.30111, -4.85069, -0.50737], [2.06206, -4.43266, -0.04119], [1.80317, -3.07929, 0.14936], [2.98059, 0.17363, 1.84524], [4.07800, 0.93630, 2.22715], [4.36593, 1.10787, 3.57430], [3.55492, 0.51961, 4.53530], [2.46286, -0.24823, 4.15279], [2.17754, -0.42828, 2.80717], [2.35820, 2.87286, 1.21280], [2.35192, 5.12647, 0.22855], [2.58641, 5.42141, -2.21373], [2.88846, 3.44730, -3.67241], [2.91867, 1.17829, -2.67977], [4.79301, -1.82694, -0.84752], [5.25671, -4.24007, -1.15017], [3.49854, -5.90471, -0.65637], [1.28728, -5.15713, 0.17871], [0.83768, -2.76512, 0.52312], [4.70106, 1.40765, 1.47494], [5.21860, 1.70396, 3.87343], [3.77642, 0.65875, 5.58582], [1.82684, -0.70611, 4.89923], [1.32889, -1.02901, 2.50216]],
  "lowdin_charge": [0.711, -0.042, -0.224, -0.167, -0.145, -0.199, -0.057, -0.275, -0.028, -0.084, -0.095, -0.107, -0.570, 0.765, -0.340, -0.026, -0.079, -0.086, -0.100, -0.607, 0.733, 0.102, 0.093, 0.064, 0.119, 0.130, 0.136, 0.093, 0.096, 0.077, 0.079, 0.109, 0.101, 0.104, 0.104, 0.112, 0.101, 0.102, 0.103, 0.801, -0.577, -0.161, -0.633, 0.776, -0.197, -0.019, -0.016, -0.143, -0.017, -0.154, -0.364, -0.245, 0.099, 0.087, 0.114, 0.101, -0.589, 1.319, -0.278, -0.124, -0.079, -0.083, -0.083, -0.128, -0.309, -0.136, -0.096, -0.094, -0.075, -0.122, -0.334, -0.115, -0.085, -0.083, -0.066, -0.081, 0.093, 0.103, 0.103, 0.100, 0.088, 0.089, 0.099, 0.099, 0.106, 0.014, 0.104, 0.102, 0.102, 0.100, 0.087],
  "homo_ev": [-6.407, -7.402],
  "gap_ev": [5.991, 6.960],
  "multiplicity": 2,
  "total_charge": 0
}